{"formula": "C14H36Cl2MoN3P", "method": "the ωB97M-V functional and the def2-TZVPD basis", "symbols": ["Mo", "Cl", "Cl", "H", "H", "P", "C", "C", "C", "C", "H", "C", "H", "H", "H", "H", "H", "H", "H", "C", "C", "H", "H", "H", "H", "H", "H", "C", "H", "C", "H", "H", "H", "H", "H", "H", "C", "N", "C", "C", "N", "N", "C", "C", "H", "H", "H", "H", "H", "H", "H", "H", "H", "H", "H", "H", "H"], "xyz": [[-0.907680, 0.646685, -1.014069], [-1.943122, -0.855334, -2.598835], [-0.570674, 2.939559, -0.775967], [0.488189, -0.541455, -1.282649], [0.642039, 0.020171, -1.886355], [-2.523713, 2.150863, -3.180989], [-4.221504, 1.404472, -3.639568], [-3.027155, 3.976259, -3.271712], [-1.665935, 1.963967, -4.869578], [-4.929018, 1.001236, -2.345282], [-3.900065, 0.494650, -4.169102], [-5.195777, 2.169351, -4.545018], [-5.665603, 3.012865, -4.020791], [-5.994769, 1.464259, -4.824057], [-4.748529, 2.540017, -5.471473], [-4.255192, 0.476017, -1.659121], [-5.741061, 0.306375, -2.598746], [-5.375915, 1.862589, -1.830929], [-1.740192, 0.870028, -4.970081], [-0.199683, 2.357937, -4.735260], [-2.308468, 2.618317, -6.100983], [-3.135614, 2.024982, -6.504755], [-1.542082, 2.694254, -6.887707], [-2.679444, 3.632303, -5.902954], [0.299463, 1.805270, -3.932781], [-0.077879, 3.429509, -4.542773], [0.303785, 2.118161, -5.680050], [-3.785374, 4.314146, -1.995660], [-3.702561, 4.066566, -4.134951], [-1.856071, 4.932934, -3.451093], [-4.751961, 3.808357, -1.919867], [-3.981068, 5.393952, -1.978527], [-3.175983, 4.055493, -1.121616], [-1.055135, 4.697802, -2.741498], [-2.213353, 5.951101, -3.246914], [-1.452457, 4.942085, -4.466750], [2.467846, 0.627479, 2.681135], [1.522153, -0.479097, 2.578514], [2.128563, -1.751302, 2.980109], [0.468415, -0.430247, 1.692661], [0.331710, 0.540215, 0.755482], [-0.482248, -1.405560, 1.679469], [-0.687867, -2.392155, 2.745025], [-1.542404, -1.195904, 0.697923], [2.961804, 0.584115, 3.660063], [1.960859, 1.596372, 2.622293], [3.247865, 0.579743, 1.904403], [1.586635, -2.238876, 3.797900], [2.203329, -2.446332, 2.135472], [3.142588, -1.555731, 3.345668], [1.007123, 1.282514, 0.907713], [-1.670181, -2.865597, 2.619543], [0.059184, -3.192992, 2.708303], [-0.684885, -1.928324, 3.739941], [-1.976280, -0.169093, 0.814884], [-1.130351, -1.375508, -0.332160], [-2.330614, -1.927514, 0.840910]], "forces_ev_per_angstrom": [[0.680, 0.032, -1.877], [-0.058, -0.585, -0.114], [0.602, 0.905, 0.607], [-0.337, -0.279, -0.066], [-0.082, 0.667, 0.085], [-1.146, 0.854, -1.556], [0.781, -0.013, 0.326], [0.141, -0.637, 0.072], [-0.314, -0.402, 0.838], [-0.327, -0.422, -0.100], [-0.230, 0.075, 0.190], [-0.064, -0.144, 0.035], [0.112, -0.175, -0.102], [0.088, 0.263, 0.046], [-0.136, -0.061, 0.284], [-0.111, 0.143, -0.109], [0.000, 0.107, 0.186], [0.163, -0.219, -0.122], [0.277, 0.181, -0.196], [0.251, -0.124, -0.204], [0.100, 0.032, -0.030], [0.205, 0.111, 0.096], [-0.236, -0.006, 0.126], [0.133, -0.218, -0.094], [-0.095, 0.104, -0.041], [0.047, -0.303, -0.059], [0.103, 0.087, 0.146], [-0.105, 0.310, 0.159], [0.188, 0.038, 0.276], [0.048, 0.301, 0.120], [0.181, 0.007, -0.023], [-0.026, -0.117, 0.133], [-0.173, 0.097, -0.061], [-0.081, 0.160, -0.180], [0.143, -0.078, 0.002], [-0.052, -0.111, 0.136], [-0.071, 0.387, -0.161], [-0.109, -0.005, 0.327], [-0.061, -0.309, 0.115], [-0.113, 0.950, -1.698], [0.705, -0.872, 2.393], [0.367, -0.012, 0.223], [-0.153, -0.028, -0.012], [-0.209, -0.229, -0.105], [-0.220, -0.035, -0.256], [0.059, -0.219, -0.005], [-0.204, 0.039, 0.095], [0.168, 0.127, -0.190], [-0.021, 0.084, 0.113], [-0.273, 0.015, -0.205], [-0.161, -0.058, -0.334], [0.294, 0.290, -0.119], [-0.240, 0.182, 0.038], [0.119, -0.025, -0.209], [-0.024, -0.769, 0.146], [-0.446, -0.152, 0.858], [-0.080, 0.057, 0.054]], "mulliken_spin": [1.91, 0.04, 0.02, -0.01, 0.01, -0.01, -0.01, 0.00, 0.00, 0.01, 0.00, 0.00, 0.00, 0.00, 0.00, 0.00, 0.00, 0.00, 0.00, 0.01, 0.00, 0.00, 0.00, 0.00, -0.01, 0.00, 0.00, 0.00, 0.00, 0.01, 0.00, 0.00, 0.00, 0.00, 0.00, 0.00, 0.00, 0.01, 0.00, 0.01, -0.03, 0.01, 0.00, 0.03, 0.00, 0.00, 0.00, 0.00, 0.00, 0.00, 0.02, 0.00, 0.00, 0.00, 0.02, -0.03, 0.00], "lumo_ev": [0.3, 0.3], "s_squared": 2.012, "mol_weight_g_mol": 444.28, "total_charge": 0, "max_force_ev_per_a": 2.64, "homo_lumo_gap_ev": [6.57, 6.69], "e_homo_ev": [-6.3, -6.4], "multiplicity": 3, "total_energy_ev": -55760.449}